The following is a quantum chemistry calculation of 3 unconnected molecules or ions with the total composition C3H11O3S2 at a distorted geometry, from the OMol25 dataset.

Computed properties:
HOMO-LUMO gap (spin up / spin down) in eV: 2.12 / 5.23
Energy relative to the best compared isomer or geometry (same formula, charge and spin) in kJ/mol: 225.50
<S²>: 0.753
Charge: -2
2S+1: 2

Positions of all 19 atoms, in Å:
C 0.21 0.15 0.23
C -0.20 0.71 1.55
O 0.64 0.22 2.59
C 1.57 0.64 -0.45
S 2.42 -0.74 -1.31
S 1.10 -1.82 -2.16
H -0.69 -0.08 -0.40
H 0.46 -0.90 0.33
H -0.14 1.89 1.67
H -1.23 0.58 1.96
H 2.23 1.30 0.32
H 1.03 1.33 -1.23
H -1.72 0.78 -0.79
H -1.06 2.01 -1.47
H 1.59 0.24 2.24
O -1.70 1.73 -0.87
H -1.46 -2.89 0.03
H -1.16 -2.48 -1.52
O -1.91 -2.67 -0.72

***

The following is a quantum chemistry calculation of a molecular structure, C6H16BF3NaO4 at a distorted geometry, from the OMol25 dataset.

Computed properties:
HOMO-LUMO gap in eV: 6.96
Energy relative to the best compared isomer or geometry (same formula, charge and spin) in kJ/mol: 351.54
Charge: -1
2S+1: 1

Positions of all 31 atoms, in Å:
Na -1.03 -0.13 -0.24
B -1.66 -1.91 -0.39
H -0.66 -1.79 -0.01
H -2.32 -1.46 0.34
H -1.65 -1.30 -1.28
H -1.90 -2.94 -0.60
C -0.27 1.72 1.09
O 0.14 0.32 0.95
O -1.55 1.75 0.40
C -0.18 2.10 2.67
F 1.05 2.63 2.86
F -1.06 3.06 3.12
F -0.39 1.16 3.60
C 1.47 -0.07 1.39
C 1.73 -1.31 0.63
H 2.06 -1.37 -0.40
H 2.63 -1.75 1.05
H 0.92 -2.01 0.87
H 1.52 -0.20 2.47
H 2.27 0.55 0.97
H 0.55 2.23 0.59
C -0.31 0.85 -2.07
C 0.28 -0.59 -2.30
O 0.55 -1.17 -0.98
O -1.66 0.85 -1.74
H -0.06 1.42 -2.96
H 0.31 1.39 -1.36
H 1.17 -0.51 -2.93
H -0.37 -1.17 -2.94
H 0.35 -2.10 -0.89
H -1.94 1.75 -1.90

***

The following is a quantum chemistry calculation of a molecular structure, C12H28AgF2N4O4Pt at a distorted geometry, from the OMol25 dataset.

Computed properties:
HOMO-LUMO gap (spin up / spin down) in eV: 7.05 / 6.76
<S²>: 2.004
Charge: +1
2S+1: 3

Positions of all 52 atoms, in Å:
Ag -0.43 -0.23 4.07
Pt -0.12 2.53 2.00
F 0.45 0.44 1.99
F -0.37 2.21 4.11
C -1.42 -0.75 -0.78
O -1.54 -0.44 -1.96
N -1.44 -2.04 -0.38
C -0.84 -2.37 0.89
C -1.82 -3.12 -1.30
H -1.19 -0.03 0.02
H 0.22 -2.58 0.77
H -1.20 -3.29 1.35
H -0.90 -1.51 1.56
H -2.38 -3.93 -0.84
H -2.28 -2.77 -2.22
H -0.88 -3.58 -1.62
C 3.90 0.10 0.38
O 4.89 0.80 0.23
N 3.94 -1.21 0.04
C 2.96 -2.18 0.56
C 5.04 -1.83 -0.68
H 3.06 0.45 0.99
H 3.53 -2.93 1.12
H 2.57 -2.77 -0.28
H 2.17 -1.68 1.11
H 4.62 -2.25 -1.60
H 5.80 -1.11 -0.97
H 5.52 -2.61 -0.10
C -3.26 1.81 1.00
O -2.13 1.61 1.47
N -4.25 0.92 1.11
C -5.49 1.12 0.39
C -4.19 -0.30 1.88
H -3.58 2.72 0.48
H -5.58 0.34 -0.37
H -5.57 2.10 -0.08
H -6.33 0.99 1.08
H -4.16 -1.13 1.17
H -3.26 -0.41 2.45
H -5.07 -0.37 2.52
C 0.58 1.85 -1.04
O -0.03 2.44 -0.15
N 1.52 2.41 -1.81
C 2.35 1.56 -2.70
C 2.01 3.75 -1.54
H 0.53 0.78 -1.30
H 2.48 2.19 -3.57
H 1.77 0.67 -2.95
H 3.33 1.22 -2.37
H 2.80 3.71 -0.78
H 2.36 4.31 -2.40
H 1.32 4.39 -0.99

***

The following is a quantum chemistry calculation of a molecular structure, C21H31ClN6O5S2V, from the OMol25 dataset.

Computed properties:
HOMO-LUMO gap (spin up / spin down) in eV: 6.59 / 7.56
Energy relative to the best compared isomer or geometry (same formula, charge and spin) in kJ/mol: 0.00
<S²>: 3.759
2S+1: 4

Positions of all 67 atoms, in Å:
V 0.45 0.93 -1.11
Cl -5.60 5.02 -1.37
C -4.06 4.28 -1.06
C -3.49 4.40 0.22
C -2.28 3.82 0.50
C -1.56 3.06 -0.47
O -0.45 2.51 -0.16
C -2.16 2.97 -1.77
C -1.54 2.28 -2.87
O -0.51 1.61 -2.85
C -3.40 3.59 -2.03
H -4.01 4.96 0.98
H -1.83 3.91 1.48
H -2.05 2.40 -3.84
H -3.83 3.51 -3.02
C 2.91 2.40 -1.12
N 3.60 1.37 -0.38
C 5.03 1.38 -0.18
C 5.22 0.15 0.71
N 3.91 -0.02 1.35
C 3.65 -1.36 1.85
C 2.97 0.61 0.55
N 1.68 0.57 0.62
C 0.97 0.13 1.80
C 0.19 -1.17 1.60
N -1.01 -1.00 0.77
C -2.14 -1.72 1.14
N -3.16 -1.19 1.80
C -3.43 0.23 1.86
C -4.25 -2.16 1.86
C -3.57 -3.48 1.43
N -2.25 -3.03 0.99
C -1.38 -3.85 0.16
H 3.65 3.09 -1.52
H 2.22 2.95 -0.48
H 2.39 1.99 -1.99
H 5.34 2.30 0.33
H 5.57 1.29 -1.12
H 6.00 0.29 1.45
H 5.44 -0.73 0.10
H 4.60 -1.89 1.91
H 3.00 -1.92 1.17
H 3.22 -1.34 2.86
H 0.26 0.91 2.06
H 1.64 0.00 2.65
H -0.14 -1.52 2.58
H 0.83 -1.93 1.15
H -2.50 0.78 1.71
H -3.85 0.48 2.83
H -4.12 0.51 1.06
H -5.04 -1.86 1.17
H -4.67 -2.21 2.87
H -4.09 -3.95 0.60
H -3.48 -4.19 2.24
H -1.96 -4.24 -0.68
H -0.98 -4.68 0.75
H -0.56 -3.24 -0.23
S -2.51 -0.63 -1.28
C -1.06 -0.38 -0.46
C 2.30 -2.57 -3.42
S 2.25 -1.70 -1.88
O 1.41 -2.49 -0.99
O 3.63 -1.57 -1.43
O 1.65 -0.40 -2.24
H 2.74 -3.55 -3.25
H 2.90 -2.00 -4.12
H 1.28 -2.67 -3.79

***

The following is a quantum chemistry calculation of C3H6Cl2O in the gas phase at a distorted geometry, from the OMol25 dataset.

Computed properties:
HOMO-LUMO gap in eV: 11.40
Energy relative to the best compared isomer or geometry (same formula, charge and spin) in kJ/mol: 64.04
SMILES string: CC(Cl)(Cl)CO
2S+1: 1

Positions of all 12 atoms, in Å:
C -0.72 -1.08 0.86
C -0.55 0.25 0.06
Cl -1.04 1.83 0.96
Cl -1.44 0.26 -1.49
C 0.97 0.25 -0.28
O 1.45 1.21 -1.21
H -1.67 -0.95 1.46
H -0.69 -1.81 -0.02
H 0.15 -1.10 1.48
H 1.17 -0.75 -0.54
H 1.53 0.42 0.62
H 0.86 1.46 -1.89

***

The following is a quantum chemistry calculation of 6 unconnected molecules or ions with the total composition C7H25NO5 at a distorted geometry, from the OMol25 dataset.

Computed properties:
HOMO-LUMO gap in eV: 8.28
Energy relative to the best compared isomer or geometry (same formula, charge and spin) in kJ/mol: 249.29
SMILES string: C=CC[C@@H](C)NCC.O.O.O.O.O
2S+1: 1

Positions of all 38 atoms, in Å:
C 1.10 -1.99 0.91
C 0.81 -1.92 -0.38
C -0.55 -1.63 -0.92
C -0.83 -0.06 -1.07
C -2.36 0.09 -0.99
N -0.18 0.68 -0.01
C -0.62 2.03 0.27
C 0.06 3.10 -0.63
H 0.33 -1.82 1.64
H 2.07 -2.23 1.33
H 1.54 -2.03 -1.18
H -1.35 -1.84 -0.20
H -0.81 -2.07 -1.88
H -0.39 0.22 -2.02
H -2.83 -0.70 -1.59
H -2.63 -0.14 0.04
H -2.68 1.08 -1.30
H 0.73 0.42 0.33
H -0.36 2.34 1.28
H -1.67 2.10 0.02
H -0.08 4.11 -0.24
H 1.14 3.01 -0.53
H -0.28 3.15 -1.66
O 2.89 0.88 -0.38
H 2.92 1.83 -0.52
H 3.12 0.46 -1.22
O -2.05 -2.05 1.85
H -1.60 -1.25 2.13
H -2.93 -1.79 1.56
O -2.62 0.47 3.31
H -2.11 0.59 4.10
H -2.34 0.41 2.40
O 3.58 0.01 2.57
H 2.92 -0.57 2.19
H 4.41 -0.10 2.10
O 1.25 -1.36 -3.46
H 1.94 -1.64 -4.07
H 0.45 -1.80 -3.76

***

The following is a quantum chemistry calculation of a molecular structure, C2H41BeO19 at a distorted geometry, from the OMol25 dataset.

Computed properties:
HOMO-LUMO gap in eV: 9.17
Charge: +1
2S+1: 1

Positions of all 63 atoms, in Å:
Be -2.66 0.86 0.34
C 0.49 0.18 0.66
C -0.43 0.31 -0.49
O -1.35 1.37 -0.25
H 0.06 -0.14 1.59
H 0.91 1.13 0.80
H 1.41 -0.44 0.53
H 0.14 0.50 -1.42
H -1.04 -0.57 -0.72
O -3.52 0.00 -0.71
H -3.11 -0.32 -1.54
H -4.44 0.17 -0.98
O -3.84 1.90 0.97
H -3.71 2.73 1.34
H -4.69 1.61 1.32
O 1.60 -1.45 3.24
H 0.85 -1.79 2.73
H 2.27 -2.11 3.09
O -0.26 -2.82 1.50
H -0.19 -2.63 0.60
H -0.16 -3.73 1.52
O 2.54 1.54 -1.40
H 3.19 2.04 -1.93
H 2.85 0.59 -1.46
O 3.38 -0.91 -1.97
H 3.38 -1.65 -1.34
H 2.62 -1.04 -2.57
O 0.37 3.00 -1.74
H 1.14 2.41 -1.87
H -0.14 2.57 -1.12
O -2.44 -0.14 1.65
H -1.88 0.11 2.40
H -2.67 -1.09 1.93
O 2.64 1.20 2.59
H 1.93 0.73 2.17
H 3.35 0.66 2.93
O 4.47 0.69 0.57
H 3.96 1.05 -0.18
H 3.78 0.61 1.23
O -1.77 0.80 -3.15
H -1.77 0.03 -3.78
H -0.88 0.90 -2.78
O 0.98 -1.18 -3.39
H 1.06 -0.34 -3.80
H 0.75 -1.79 -4.06
O 2.15 3.52 1.04
H 2.38 2.77 1.66
H 2.16 3.27 0.13
O 0.61 -2.75 -1.10
H 0.93 -2.23 -1.80
H 1.39 -2.99 -0.59
O -2.42 -2.03 -2.96
H -1.61 -1.65 -3.15
H -3.03 -1.55 -3.51
O -0.59 -0.04 4.09
H -0.91 -0.89 4.41
H 0.32 -0.29 4.03
O -2.57 -2.93 -0.55
H -2.27 -3.84 -0.54
H -2.37 -2.59 -1.38
O -1.45 2.66 2.50
H -1.28 3.25 1.76
H -0.64 2.72 2.94

***

The following is a quantum chemistry calculation of C17H21ClN2O3 in the gas phase, from the OMol25 dataset.

Computed properties:
HOMO-LUMO gap in eV: 9.14
Energy relative to the best compared isomer or geometry (same formula, charge and spin) in kJ/mol: 102.77
SMILES string: CC1=C(C(=O)OCC(C)C)[C@H](c2ccccc2Cl)NC(=O)N1C
2S+1: 1

Positions of all 44 atoms, in Å:
C -2.07 -2.46 -0.45
C -2.14 -0.97 -0.56
C -1.14 -0.20 -1.04
C 0.22 -0.63 -1.41
O 0.90 -0.04 -2.21
O 0.67 -1.69 -0.70
C 2.05 -2.01 -0.87
C 2.96 -1.02 -0.12
C 4.42 -1.42 -0.32
C 2.59 -0.97 1.36
C -1.29 1.29 -1.17
C -0.39 1.95 -0.13
C -0.56 1.62 1.21
C 0.27 2.15 2.18
C 1.29 3.01 1.83
C 1.47 3.36 0.50
C 0.62 2.84 -0.47
Cl 0.88 3.32 -2.11
N -2.67 1.67 -1.00
C -3.63 0.95 -0.39
O -4.70 1.43 -0.08
N -3.34 -0.40 -0.17
C -4.40 -1.19 0.40
H -1.16 -2.83 -0.92
H -2.93 -2.92 -0.93
H -2.06 -2.76 0.59
H 2.15 -3.01 -0.46
H 2.30 -2.01 -1.93
H 2.80 -0.03 -0.56
H 5.07 -0.72 0.19
H 4.67 -1.44 -1.37
H 4.60 -2.41 0.09
H 3.20 -0.22 1.87
H 1.55 -0.70 1.48
H 2.76 -1.93 1.82
H -0.96 1.60 -2.17
H -1.35 0.94 1.48
H 0.12 1.88 3.22
H 1.94 3.42 2.58
H 2.25 4.04 0.21
H -2.90 2.65 -1.13
H -5.19 -0.50 0.71
H -4.05 -1.75 1.27
H -4.82 -1.89 -0.33

***

The following is a quantum chemistry calculation of 3 unconnected molecules or ions with the total composition C5H15NO2 at a distorted geometry, from the OMol25 dataset.

Computed properties:
HOMO-LUMO gap in eV: 8.10
Energy relative to the best compared isomer or geometry (same formula, charge and spin) in kJ/mol: 139.65
SMILES string: C/C=C/NCC.O.O
2S+1: 1

Positions of all 23 atoms, in Å:
C 1.79 2.06 1.07
C 1.37 0.69 0.56
C 0.10 0.48 0.16
N -0.58 -0.62 -0.29
C -1.92 -0.46 -0.80
C -2.10 0.60 -1.89
H 2.68 2.27 0.48
H 1.03 2.82 0.85
H 1.94 2.11 2.15
H 2.17 -0.04 0.56
H -0.50 1.38 0.29
H -0.05 -1.41 -0.61
H -2.60 -0.22 0.03
H -2.15 -1.41 -1.28
H -1.45 0.36 -2.74
H -1.89 1.64 -1.63
H -3.12 0.60 -2.27
O -0.02 -1.10 2.99
H -0.55 -0.96 2.19
H 0.45 -0.32 3.20
O 1.51 -2.57 -1.16
H 1.42 -3.45 -0.79
H 2.47 -2.46 -1.05

***

The following is a quantum chemistry calculation of C5H10NP in the gas phase at a distorted geometry, from the OMol25 dataset.

Computed properties:
HOMO-LUMO gap in eV: 9.80
Energy relative to the best compared isomer or geometry (same formula, charge and spin) in kJ/mol: 168.12
SMILES string: C=C(C)/C(P)=N/C
2S+1: 1

Positions of all 17 atoms, in Å:
C -1.74 -1.19 0.73
C -0.65 -1.05 0.00
C 0.07 -2.26 -0.49
C -0.07 0.30 -0.26
P -1.35 1.74 -0.19
N 1.18 0.40 -0.16
C 1.86 1.64 -0.03
H -2.16 -2.16 0.93
H -2.39 -0.46 1.11
H 0.79 -1.89 -1.25
H -0.47 -3.08 -0.95
H 0.58 -2.77 0.34
H -0.32 2.74 -0.77
H -1.03 2.15 1.06
H 1.16 2.48 -0.48
H 2.76 1.53 -0.62
H 1.79 1.90 1.04

***

The following is a quantum chemistry calculation of C6H10O in the gas phase at a distorted geometry, from the OMol25 dataset.

Computed properties:
HOMO-LUMO gap in eV: 8.59
Energy relative to the best compared isomer or geometry (same formula, charge and spin) in kJ/mol: 367.90
2S+1: 1

Positions of all 17 atoms, in Å:
C 1.85 -0.64 0.08
C 0.59 0.12 0.50
C 0.29 1.39 -0.33
C -1.21 1.65 -0.41
C -1.83 0.39 0.06
C -0.75 -0.70 0.43
O -0.73 -1.76 -0.50
H 1.79 -0.99 -0.95
H 2.74 -0.01 0.16
H 2.02 -1.53 0.71
H 0.72 0.44 1.54
H 0.72 1.33 -1.35
H 0.77 2.29 0.09
H -2.61 0.18 -0.65
H -2.76 0.38 0.62
H -0.93 -1.18 1.39
H -0.66 -1.38 -1.38

***

The following is a quantum chemistry calculation of C2H4IPS in the gas phase at a distorted geometry, from the OMol25 dataset.

Computed properties:
HOMO-LUMO gap (spin up / spin down) in eV: 7.05 / 8.01
Energy relative to the best compared isomer or geometry (same formula, charge and spin) in kJ/mol: 407.18
SMILES string: SC/P=C/I
2S+1: 1

Positions of all 9 atoms, in Å:
S 1.74 -0.34 1.12
C 1.22 -0.16 -0.59
P -0.29 -1.10 -0.83
C -1.53 0.62 -0.04
I -3.64 0.35 0.43
H 0.49 -1.07 1.46
H 1.92 -0.64 -1.17
H 1.15 0.87 -0.87
H -1.04 1.47 0.48

***

The following is a quantum chemistry calculation of 2 unconnected molecules or ions with the total composition C3H7NO3 at a distorted geometry, from the OMol25 dataset.

Computed properties:
HOMO-LUMO gap in eV: 10.81
Energy relative to the best compared isomer or geometry (same formula, charge and spin) in kJ/mol: 184.77
SMILES string: O=CCNC=O.O
2S+1: 1

Positions of all 14 atoms, in Å:
O 2.17 2.16 -1.32
C 1.22 2.05 -0.60
C 0.95 0.71 0.11
N 1.84 -0.30 -0.46
C 1.48 -1.58 -0.22
O 0.50 -1.89 0.42
H 0.47 2.85 -0.54
H 1.17 0.73 1.18
H -0.06 0.43 -0.19
H 2.72 0.04 -0.81
H 2.15 -2.37 -0.62
O -4.93 -0.68 1.22
H -5.63 -1.20 0.90
H -4.06 -0.96 0.93

***

The following is a quantum chemistry calculation of 2 unconnected molecules or ions with the total composition C3H7O2S at a distorted geometry, from the OMol25 dataset.

Computed properties:
HOMO-LUMO gap in eV: 7.70
Energy relative to the best compared isomer or geometry (same formula, charge and spin) in kJ/mol: 73.33
Charge: -1
2S+1: 1

Positions of all 13 atoms, in Å:
C -1.01 -0.95 1.39
S -1.56 -1.67 -0.19
C -0.32 -1.17 -1.40
H -0.34 -0.12 1.18
H -0.49 -1.72 1.98
H -1.92 -0.81 1.98
H 0.65 -1.24 -0.93
H -0.43 -1.95 -2.16
H -0.48 -0.16 -1.76
O 2.41 2.62 0.06
C 1.36 2.11 0.46
O 0.82 1.06 -0.01
H 0.71 2.52 1.26